ORCA calculation (ωB97M-V/def2-TZVPD) on a 10-piece molecular cluster, C40H99BN9O17 overall.

Calculated values
Calculated total energy = -3380.17238 Eh
LUMO level = 1.936 eV
HOMO-LUMO gap = 9.31 eV
Highest occupied orbital energy = -7.3763 eV
Net charge = -1

Geometry as XYZ:
```
166
Properties=species:S:1:pos:R:3:forces:R:3:lowdin_charge:R:1
O 23.563390 2.803620 -8.438650 -1.4 -0.1 -1.0 0.11
C 22.626080 2.593190 -9.194610 2.5 -2.1 2.4 -0.42
O 22.166270 3.360530 -10.089980 -0.6 1.7 -1.6 0.25
B 21.008490 2.776780 -10.765070 -0.4 0.2 -0.9 -0.79
O 20.940090 1.368780 -10.236320 -0.3 0.5 -0.4 0.21
C 21.847920 1.224990 -9.285700 1.0 -1.1 2.7 -0.35
O 22.062730 0.280700 -8.512410 -1.0 2.1 -2.6 0.10
O 21.117410 2.864920 -12.272350 0.0 0.8 0.5 0.19
C 20.418710 3.938480 -12.695790 -0.9 -0.7 -1.5 -0.37
O 20.286210 4.348890 -13.837260 0.9 -0.7 1.8 0.12
C 19.511220 4.399680 -11.537680 -1.0 1.3 -0.1 -0.35
O 19.848110 3.669970 -10.463640 -0.8 0.3 -0.4 0.20
O 18.634900 5.257980 -11.679830 2.0 -2.2 1.0 0.10
C 21.070820 8.005940 -6.154300 0.3 0.0 -0.5 -0.06
C 22.171820 7.592310 -7.139220 -0.1 0.3 -0.7 -0.43
C 22.270990 8.421430 -8.458520 -1.7 0.0 0.2 -0.24
O 23.249190 7.880450 -9.283140 1.4 -0.5 -1.0 -0.21
C 23.396970 8.434280 -10.626580 -0.9 -0.1 1.7 -0.05
N 23.447330 7.580430 -6.471770 1.2 0.3 0.1 0.03
H 21.080250 7.374910 -5.265580 0.2 -0.2 -0.2 0.07
H 20.099270 7.892120 -6.635140 -0.1 0.3 0.1 0.07
H 21.239850 9.018750 -5.788570 -0.2 0.2 -0.2 0.07
H 21.953590 6.576720 -7.469450 0.1 -0.2 0.0 0.14
H 22.388850 9.494780 -8.309810 0.6 0.4 0.5 0.12
H 21.287650 8.381140 -8.927040 -0.4 -0.3 -0.4 0.11
H 23.680070 9.482010 -10.525580 0.0 0.2 -0.2 0.08
H 22.424750 8.329950 -11.108240 0.0 0.2 -0.3 0.08
H 24.154090 7.899690 -11.200230 0.0 -0.2 0.4 0.08
H 23.722470 8.543100 -6.338870 -0.4 0.7 0.9 0.07
H 24.142390 7.445690 -7.192070 0.3 -1.2 -0.4 0.06
C 15.606150 2.280810 -7.037830 0.0 0.0 0.7 -0.07
C 16.631260 3.010820 -6.075500 -2.0 -0.2 -3.2 -0.40
C 17.936680 2.252300 -5.965980 -1.3 -1.0 0.7 -0.23
O 18.624070 2.734000 -4.841810 -0.4 -0.3 0.2 -0.17
C 19.804640 2.032650 -4.629760 1.2 -0.2 0.9 -0.13
N 16.907060 4.315810 -6.677450 0.1 0.6 1.4 0.03
H 15.242370 1.335160 -6.635970 1.0 -0.7 -0.2 0.06
H 16.005530 2.255650 -8.051720 0.1 -0.6 0.0 0.07
H 14.605610 2.697340 -7.154190 0.3 1.3 0.3 0.06
H 16.067310 3.156540 -5.154190 0.7 -0.1 0.4 0.13
H 18.577440 2.280370 -6.847310 -0.2 0.4 -0.4 0.14
H 17.633040 1.210920 -5.859110 0.4 -0.5 0.4 0.12
H 20.127080 2.163660 -3.596820 0.1 0.8 0.0 0.09
H 20.579880 2.356220 -5.324310 0.2 0.0 0.0 0.09
H 19.771000 0.943180 -4.635060 -0.7 -0.3 -0.7 0.09
H 17.102520 4.295670 -7.668150 0.0 -0.5 -0.1 0.07
H 17.786330 4.459660 -6.201750 0.4 1.4 -0.4 0.05
C 28.208130 5.278750 -11.990410 -0.4 -1.0 -1.1 -0.06
C 27.302810 4.270110 -11.263320 -0.7 1.2 -0.4 -0.44
C 27.830140 2.815440 -11.304230 -0.4 0.6 -0.4 -0.13
O 27.731680 2.219090 -12.667010 1.0 0.7 1.3 -0.19
C 26.450110 1.878670 -13.137420 -1.2 0.1 0.8 -0.13
N 27.071040 4.851860 -9.937280 0.1 -1.4 1.3 0.03
H 29.219380 5.294380 -11.583920 -0.1 -0.1 0.2 0.08
H 27.827750 6.298850 -12.043370 -0.2 -0.1 0.5 0.07
H 28.244960 4.954790 -13.030500 0.4 0.0 -0.2 0.07
H 26.303260 4.184300 -11.689490 0.0 0.3 -0.9 0.12
H 27.332560 2.202370 -10.552790 -0.6 -0.2 -0.2 0.12
H 28.851100 2.869990 -10.926380 0.4 -0.5 -0.9 0.12
H 25.754750 2.716560 -13.187630 0.2 0.4 -0.1 0.07
H 25.926560 1.177280 -12.487780 0.2 -0.3 0.4 0.08
H 26.422690 1.411710 -14.121950 0.9 0.2 0.0 0.08
H 26.488060 4.177480 -9.462460 0.1 -0.6 0.7 0.06
H 26.388050 5.595910 -9.932660 0.2 0.6 -0.8 0.07
C 24.495370 5.720080 -18.103740 -0.5 0.6 -0.6 -0.05
C 23.365100 6.111330 -19.074850 -0.9 -1.4 -1.1 -0.42
C 22.758230 4.967650 -20.004830 1.7 0.6 1.0 -0.22
O 23.714090 4.553960 -20.952830 -0.7 -1.4 -0.5 -0.18
C 23.156150 3.599640 -21.868600 0.7 0.2 -0.9 -0.11
N 22.229210 6.573780 -18.306300 -0.3 0.6 0.3 0.02
H 24.173040 4.914900 -17.443530 0.2 -0.3 -0.2 0.08
H 24.659540 6.583650 -17.459220 0.0 0.1 0.0 0.07
H 25.438860 5.523360 -18.612870 -0.2 -0.4 0.0 0.07
H 23.661780 6.884730 -19.783340 0.3 0.3 0.3 0.13
H 21.864050 5.309260 -20.526220 -0.2 0.4 0.0 0.11
H 22.468980 4.157450 -19.335500 -0.1 -0.4 0.0 0.12
H 23.970900 3.193070 -22.467750 0.2 0.2 0.1 0.08
H 22.469180 4.049800 -22.585220 -0.1 0.5 0.0 0.08
H 22.621030 2.716920 -21.518530 0.0 0.1 1.1 0.08
H 21.925920 5.833100 -17.690260 0.1 -0.1 0.4 0.07
H 21.449110 6.685810 -18.937950 -0.2 0.3 0.0 0.06
C 19.184420 11.448840 -11.511940 0.9 0.7 -0.5 -0.07
C 18.190970 12.106330 -12.443320 0.4 0.8 -0.7 -0.46
C 18.550360 12.108190 -13.959640 0.6 -0.5 0.6 -0.17
O 19.064500 10.829920 -14.390950 -0.6 0.7 0.6 -0.17
C 18.057900 9.968310 -14.854730 0.4 -1.1 -1.3 -0.13
N 16.946550 11.443220 -12.223300 -1.3 -1.1 -0.8 0.03
H 20.175590 11.795560 -11.804310 0.3 -0.1 0.7 0.08
H 19.178120 10.359670 -11.554120 -0.1 0.0 -0.4 0.08
H 18.888350 11.706090 -10.494950 0.4 0.2 0.1 0.08
H 18.027920 13.163050 -12.231500 0.4 0.3 0.4 0.13
H 19.301890 12.866370 -14.179820 0.5 -0.2 0.3 0.12
H 17.720810 12.456030 -14.575230 -0.5 -0.4 0.1 0.12
H 17.686300 10.332860 -15.812390 -0.7 0.4 0.1 0.09
H 17.271100 9.646380 -14.172530 -0.1 0.6 0.1 0.08
H 18.489680 9.014260 -15.157130 0.6 0.0 0.3 0.09
H 17.104670 10.645990 -12.822900 -1.0 -0.4 0.0 0.03
H 16.988530 10.997750 -11.317820 -0.3 0.2 0.4 0.07
C 15.711290 -0.937170 -11.501560 0.2 0.3 0.8 -0.06
C 16.253920 -2.276420 -10.976670 0.5 1.3 -2.1 -0.47
C 16.639800 -2.201320 -9.538290 0.4 0.1 0.3 -0.22
O 17.133330 -3.445720 -9.102980 -0.8 -0.3 -0.3 -0.18
C 17.486700 -3.370610 -7.756660 0.6 -0.5 0.0 -0.12
N 15.255070 -3.257000 -11.220440 -1.3 -1.6 0.3 0.04
H 14.840830 -0.690410 -10.893690 -0.1 0.3 -0.1 0.08
H 15.408460 -0.912610 -12.548360 0.0 -0.5 0.0 0.07
H 16.483920 -0.173630 -11.411280 -0.1 0.2 0.2 0.08
H 17.126560 -2.440740 -11.608800 0.6 -0.3 0.3 0.14
H 15.777960 -1.874710 -8.956350 -0.3 -0.1 0.3 0.13
H 17.448570 -1.501220 -9.328880 0.0 0.6 -0.5 0.13
H 18.262480 -2.613560 -7.641960 0.2 0.1 0.3 0.09
H 17.888100 -4.354230 -7.512800 0.0 0.1 0.3 0.09
H 16.658860 -3.124520 -7.091660 -0.3 0.0 0.0 0.09
H 15.498600 -4.173590 -10.873080 0.2 0.0 0.4 0.07
H 15.056350 -3.432250 -12.195070 0.1 0.5 -0.2 0.08
C 24.289480 -5.073840 -5.334850 -0.3 -0.1 -1.0 -0.06
C 24.021110 -5.883050 -6.671300 0.4 -0.1 -1.0 -0.36
C 22.590970 -6.464390 -6.852120 -1.0 1.9 0.6 -0.22
O 22.357020 -7.149680 -8.047670 1.7 -1.5 -0.8 -0.18
C 21.167080 -7.841030 -8.201730 -1.2 -0.4 -0.5 -0.14
N 24.359770 -5.031580 -7.877310 -0.3 -0.1 1.3 0.03
H 25.152660 -4.420020 -5.459530 -0.2 0.2 -0.6 0.07
H 24.613930 -5.639230 -4.461260 -0.6 -0.6 -0.1 0.06
H 23.427230 -4.455890 -5.084320 0.0 0.0 0.1 0.07
H 24.727400 -6.713250 -6.675960 0.0 -0.1 -0.1 0.12
H 21.896090 -5.642300 -7.023590 0.0 1.0 0.9 0.12
H 22.219100 -6.930100 -5.939470 0.2 -0.8 0.0 0.12
H 21.101840 -8.350100 -9.163340 1.0 -0.2 -0.1 0.09
H 20.272650 -7.232420 -8.334670 -0.1 0.8 0.7 0.08
H 20.945540 -8.590430 -7.441840 0.3 0.0 0.4 0.09
H 24.329800 -5.543410 -8.747500 0.1 -0.7 0.1 0.06
H 23.559930 -4.423950 -7.982880 0.0 0.6 0.0 0.06
C 18.844410 0.042670 -16.685310 0.9 0.2 -0.5 -0.06
C 19.736500 -0.025100 -17.958710 -1.0 -0.3 1.2 -0.42
C 21.226590 -0.003020 -17.629040 -0.5 0.4 0.0 -0.20
O 21.893540 -0.156970 -18.848310 -1.7 0.4 -1.2 -0.19
C 23.225210 -0.045630 -18.755680 3.2 -0.5 0.0 -0.17
N 19.423400 -1.281970 -18.671400 0.7 0.6 -0.2 0.04
H 17.787920 -0.113760 -16.903150 0.1 -0.1 -0.2 0.07
H 18.938560 1.008620 -16.189140 0.1 0.0 0.1 0.07
H 19.202420 -0.748670 -16.026750 -0.2 0.0 0.2 0.07
H 19.548110 0.837360 -18.598060 0.0 0.2 0.0 0.13
H 21.550000 -0.786780 -16.944040 -0.2 -0.3 0.2 0.13
H 21.524070 0.956960 -17.207080 -0.2 0.2 0.3 0.13
H 23.594050 -0.787020 -18.046880 0.4 -0.2 0.1 0.09
H 23.698820 0.896280 -18.478910 -0.8 0.7 0.6 0.09
H 23.737360 -0.194610 -19.706260 -0.5 -0.6 -0.3 0.09
H 20.225060 -1.326230 -19.284180 0.3 -0.8 -0.4 0.05
H 18.681280 -1.087710 -19.328380 -0.5 -0.1 0.1 0.07
C 11.578110 5.794510 -11.340280 1.7 0.3 0.3 -0.07
C 13.095230 5.632630 -11.681130 -2.8 -0.2 -1.3 -0.40
C 13.124690 5.215280 -13.247590 1.8 0.2 1.5 -0.20
O 12.626280 3.944530 -13.527310 -1.1 -0.5 1.4 -0.21
C 13.122400 3.285920 -14.666980 0.0 1.0 0.6 -0.10
N 13.733090 6.927880 -11.512920 0.8 -0.2 -0.9 0.02
H 11.527310 6.141800 -10.308340 -0.4 -0.4 0.2 0.06
H 11.065190 4.851560 -11.529630 -0.3 0.3 0.1 0.07
H 11.241240 6.646330 -11.931060 -0.4 -0.3 -0.3 0.07
H 13.535880 4.852660 -11.060200 0.1 -0.3 -0.2 0.13
H 14.197030 5.156150 -13.433860 0.4 0.5 -0.6 0.11
H 12.638940 5.957020 -13.881590 0.0 0.4 0.2 0.12
H 14.211770 3.310280 -14.639120 0.2 -0.4 -0.1 0.08
H 12.815230 3.855340 -15.544190 -0.2 -0.4 -0.5 0.08
H 12.704400 2.281750 -14.596000 0.2 0.1 -0.5 0.09
H 14.697240 6.768980 -11.768410 0.4 0.4 -0.3 0.07
H 13.811910 7.268440 -10.565350 -0.5 -0.3 0.3 0.07
```
Forces are in eV/Å.